[1]
C35H43ClLaN2Si2 as an isolated structure in a non-equilibrium geometry. Source: OMol25; level of theory: the ωB97M-V functional and the def2-TZVPD basis.

Values from the calculation:
E_LUMO (spin up / spin down) ... -0.11918 / -0.11919 Eh
Charge ... +1
Kohn-Sham gap (spin up / spin down) ... 4.959 / 5.812 eV
Highest occupied orbital energy (spin up / spin down) ... -0.301 / -0.333 Ha

Structure (XYZ):
```
84
Properties=species:S:1:pos:R:3:forces:R:3
C 0.023398 -2.018166 1.147668 0.4 0.0 0.3
C 1.228080 -2.316432 0.447798 0.1 0.2 0.7
C 2.242113 -1.419443 0.916884 -0.4 -0.2 0.1
H 1.378198 -3.140084 -0.244261 0.0 0.2 0.1
C 1.654229 -0.561332 1.889172 0.1 -0.6 0.1
C 0.294336 -0.934033 2.041483 0.0 -0.5 -0.3
H -0.405059 -0.536909 2.774778 0.2 0.0 -0.3
H -0.902085 -2.602620 1.105412 0.4 0.4 -0.1
H 3.276803 -1.399693 0.585592 -0.1 0.0 0.1
H 2.174119 0.200906 2.460608 -0.1 -0.1 -0.1
La 0.617554 0.159877 -0.502750 -0.8 1.6 -0.9
Si 6.526328 1.140914 -2.512779 0.3 0.5 -1.8
C 6.722247 1.358756 -4.418373 0.8 -0.9 0.7
C 6.884685 2.542209 -5.130878 -0.6 0.4 -0.5
H 6.942924 3.487707 -4.606121 0.0 0.1 0.1
C 6.884751 2.551599 -6.532046 0.0 0.2 0.1
H 6.930740 3.493826 -7.076099 0.0 -0.1 0.2
C 6.805721 1.364019 -7.254358 0.2 -0.3 0.4
H 6.750961 1.357105 -8.346585 0.1 0.0 0.4
C 6.865133 0.168104 -6.535569 -0.1 -0.1 -0.2
H 6.897968 -0.769924 -7.085522 0.0 0.1 0.2
C 6.860297 0.170589 -5.138744 -0.5 -0.1 -0.5
H 6.923374 -0.766939 -4.594190 -0.1 -0.1 -0.2
C 7.815264 2.254999 -1.836916 1.0 -0.2 0.4
C 9.029418 2.169043 -2.537478 0.2 0.4 -0.3
H 9.238968 1.306044 -3.171267 -0.1 0.2 0.1
C 9.922738 3.234296 -2.535812 0.2 0.2 0.0
H 10.835094 3.206719 -3.154244 -0.6 -0.1 0.4
C 9.619114 4.384696 -1.795153 0.2 -0.3 -0.4
H 10.250872 5.262298 -1.910262 -0.1 -0.1 0.2
C 8.502267 4.397597 -0.972336 0.3 0.4 0.1
H 8.293117 5.289345 -0.383122 0.0 -0.3 0.0
C 7.635549 3.314840 -0.958571 0.1 0.2 -0.5
H 6.775755 3.328009 -0.329041 -0.6 0.2 0.3
H 6.690650 -0.304101 -2.235055 0.0 -0.2 0.1
Si 3.754649 3.339183 -3.207202 1.0 -1.9 1.3
C 3.982050 3.049419 -1.303883 -0.5 -0.2 -0.3
C 4.555200 1.859603 -0.764675 -1.2 0.3 0.7
H 4.578729 0.936671 -1.346914 0.6 0.5 0.1
C 4.698401 1.720041 0.631710 -0.3 0.1 -0.2
H 5.297626 0.886260 1.038486 -0.6 0.4 -0.2
C 4.020109 2.617638 1.469699 0.3 -0.2 0.2
H 4.067944 2.457482 2.552494 -0.1 0.1 -0.4
C 3.295975 3.698957 0.946919 0.4 -0.3 0.2
H 2.702357 4.325855 1.617820 0.4 0.0 -0.3
C 3.378824 3.959106 -0.418709 0.7 -0.6 0.1
H 2.976756 4.868858 -0.810806 -0.4 0.4 -0.2
C 3.281882 1.631583 -3.888199 -1.3 -0.4 -0.3
C 2.949633 0.548568 -3.035661 0.5 0.0 0.6
H 2.753292 0.752616 -1.984796 0.6 0.2 -0.1
C 2.914839 -0.782185 -3.411942 0.1 0.2 -0.6
H 2.920612 -1.595951 -2.658180 -0.2 0.5 -0.6
C 2.969050 -1.031613 -4.788922 0.1 -0.2 -0.2
H 2.977107 -2.061148 -5.137104 0.0 0.2 -0.1
C 3.038623 0.023713 -5.705433 0.0 -0.1 0.0
H 3.039127 -0.195576 -6.782558 0.0 0.1 0.6
C 3.191983 1.347179 -5.260621 0.7 -0.2 0.4
H 3.345091 2.166209 -5.963541 0.0 -0.3 -0.1
H 2.956288 4.473583 -3.587973 -0.5 0.5 -0.1
Cl 0.850057 2.462693 -2.066363 -0.2 0.2 0.4
C -0.529130 -0.101290 -3.731836 0.0 0.2 -0.3
N -1.116416 -0.374838 -2.399555 -0.1 -0.3 0.0
C -1.337229 -1.829082 -2.236832 -0.3 0.1 -0.2
C -2.425184 0.319376 -2.323852 0.1 -0.1 0.2
C -2.998299 0.347300 -0.917649 0.4 0.0 0.4
N -2.019761 0.879476 0.099516 -0.6 -0.7 -0.4
C -1.749296 2.299051 -0.154510 0.1 0.1 -0.4
C -2.694857 0.755933 1.404374 -0.1 0.0 0.0
H -0.037526 0.881151 -3.723324 -0.2 -0.3 -0.1
H 0.212463 -0.858355 -3.996769 -0.1 0.1 0.1
H -1.329701 -0.091885 -4.483634 0.2 -0.2 0.0
H -2.081904 -2.155292 -2.978781 0.2 -0.2 0.1
H -0.399919 -2.374655 -2.393757 -0.2 0.1 0.0
H -1.720421 -2.055005 -1.236774 0.1 0.0 -0.2
H -2.313770 1.329971 -2.713271 0.2 0.0 0.0
H -3.126009 -0.209620 -2.985708 0.0 0.1 0.0
H -3.905378 0.976920 -0.895895 0.2 -0.1 -0.1
H -3.311611 -0.663226 -0.607143 0.2 0.4 0.0
H -2.673764 2.846922 -0.352922 -0.1 0.2 0.2
H -1.250346 2.718362 0.718370 0.0 0.1 0.1
H -1.073824 2.421650 -1.016787 -0.6 0.1 0.4
H -2.850398 -0.294564 1.660268 0.1 0.1 0.0
H -2.090238 1.235772 2.173479 -0.1 -0.1 0.0
H -3.678567 1.252723 1.357078 0.2 -0.1 0.1
```
Forces are in eV/Å.

Mulliken atomic charge list, values in e, 6 entries: -0.38, -0.74, -0.58, 0.58, -0.73, -0.72


[2]
A single C5H8N2 molecule. Source: OMol25; level of theory: the ωB97M-V functional and the def2-TZVPD basis.

Values from the calculation:
E_LUMO (spin up / spin down) ... 0.00047 / 0.00044 Eh
Kohn-Sham gap (spin up / spin down) ... 7.927 / 7.926 eV
Energy relative to the best compared isomer or geometry (same formula, charge and spin) ... 3.955 eV
Highest occupied orbital energy (spin up / spin down) ... -0.291 / -0.291 Ha

Structure (XYZ):
```
15
Properties=species:S:1:pos:R:3:forces:R:3
C 2.328962 -0.496206 0.236641 0.2 0.0 0.0
N 0.985264 -0.000221 -0.026359 -0.2 -0.2 0.0
C 0.637292 1.369370 -0.064846 -0.1 0.1 0.0
C -0.694755 1.519624 -0.337305 0.3 -0.3 0.0
C -1.098385 0.085003 -0.503796 -0.2 0.0 0.0
C -2.348961 -0.386929 0.236593 -0.1 0.0 0.0
N 0.048335 -0.809769 -0.245013 0.1 0.4 0.1
H 3.028192 0.096366 -0.352957 0.0 -0.1 0.1
H 2.375605 -1.548250 -0.038535 0.0 0.1 0.0
H 2.554446 -0.373158 1.297542 0.0 0.0 -0.1
H 1.437953 2.083151 0.112915 -0.2 -0.2 0.0
H -1.258154 -0.060351 -1.586945 0.0 0.1 0.0
H -3.200419 0.222151 -0.074924 0.2 -0.1 0.0
H -2.227426 -0.262219 1.315600 0.0 0.0 -0.1
H -2.567948 -1.438561 0.031387 0.1 0.1 0.0
```
Forces are in eV/Å.

Mulliken atomic charge list, values in e, 6 entries: -0.83, 0.75, -0.20, -0.87, 0.52, -1.21


[3]
C26H49Br2NaO22 as an isolated structure in a non-equilibrium geometry. Source: OMol25; level of theory: the ωB97M-V functional and the def2-TZVPD basis.

Values from the calculation:
E_LUMO ... -0.00087 Eh
Kohn-Sham gap ... 6.655 eV
Highest occupied orbital energy ... -0.245 Ha

Structure (XYZ):
```
100
Properties=species:S:1:pos:R:3:forces:R:3
Na 13.296018 25.281706 2.204231 0.0 0.0 -0.8
C 13.086762 25.566696 -1.518942 -0.4 0.8 1.9
O 13.406997 26.012839 -0.193936 0.1 -0.7 -1.1
H 13.791996 24.983559 -2.111142 1.0 -0.2 0.3
H 12.205739 24.925198 -1.538120 -0.6 -0.4 0.2
H 12.804345 26.392667 -2.171714 0.0 0.5 -0.3
C 15.291863 30.660270 -1.099585 -1.4 -0.7 -0.4
C 15.810762 29.291205 -0.550919 -1.5 1.1 -1.7
C 16.626932 28.315161 -1.404349 -2.4 0.1 -2.3
O 17.723954 27.971425 -0.636560 1.0 0.2 0.9
C 17.792472 28.865316 0.368534 2.8 -0.7 3.8
O 18.645728 28.864181 1.282079 -2.4 0.0 -3.3
O 16.745524 29.667184 0.348151 2.6 1.2 3.0
H 14.754052 31.216463 -0.331795 0.3 -0.3 0.6
H 14.482096 30.535960 -1.818555 0.1 -0.3 -0.4
H 15.997080 31.374588 -1.524457 0.5 -0.6 0.0
H 15.039348 28.763176 0.009637 -0.4 -0.1 -0.4
H 16.908824 28.751174 -2.362755 0.4 0.2 0.0
H 16.023932 27.445993 -1.667091 0.1 -0.2 0.3
C 8.861077 22.769881 2.886197 0.1 -0.8 0.9
C 8.041419 21.778608 2.074036 0.8 0.6 3.0
C 6.557303 21.984481 2.192511 0.7 0.2 2.5
O 6.161619 21.665669 0.930889 -2.9 -1.2 -0.2
C 7.167284 21.808413 0.116169 -1.2 0.7 -4.0
O 7.001993 21.797782 -1.074221 0.9 -0.2 0.4
O 8.259324 22.090292 0.767431 1.8 0.5 -2.2
H 8.378552 23.746737 2.854185 0.4 0.1 -0.4
H 9.905310 22.757675 2.573908 -0.1 0.4 -0.2
H 8.901753 22.531311 3.948990 -0.2 -0.3 0.1
H 8.294681 20.723460 2.177067 0.2 -0.1 0.6
H 6.315796 23.025374 2.407724 -0.1 0.1 0.1
H 6.160596 21.349618 2.984762 -0.4 -0.1 -0.3
Br 9.478800 27.459489 6.339833 0.0 -0.3 0.4
C 10.578201 25.824190 6.437118 -0.3 0.0 0.3
C 11.874118 26.173067 5.745471 0.0 -1.2 -0.4
Br 12.868953 24.458288 5.383619 -0.3 0.7 0.1
H 9.964329 25.036592 6.000130 0.4 0.3 -0.7
H 10.665338 25.492658 7.471810 0.3 0.6 0.1
H 12.575144 26.774678 6.324028 -0.3 0.0 0.0
H 11.683564 26.582782 4.753541 0.2 -0.1 0.2
C 9.341152 25.232354 0.237701 1.4 -1.2 0.1
O 9.217671 26.298259 1.164471 -0.6 1.0 0.7
C 9.985832 26.465579 2.274328 -0.1 -2.1 -1.1
O 10.902829 25.667450 2.563654 -2.2 2.9 0.0
O 9.509739 27.522676 2.971462 1.9 -0.9 0.5
C 8.208795 28.116706 2.671066 1.1 -0.9 -0.1
H 8.513010 25.151715 -0.466412 -0.2 0.8 0.3
H 9.376665 24.266157 0.740992 0.1 0.2 0.3
H 10.287564 25.334902 -0.293235 0.0 0.1 -0.2
H 7.921377 28.739420 3.518245 0.3 -0.2 0.1
H 7.591354 27.221878 2.592599 -0.7 0.8 -0.5
H 8.373287 28.737015 1.790007 -0.7 -0.3 -0.1
C 13.156614 20.586054 3.758734 -0.9 -0.1 -1.3
O 12.399343 20.517711 2.457548 1.0 0.9 1.4
C 12.202208 21.594139 1.667082 0.5 1.1 0.5
O 12.500466 22.776449 1.871956 -0.7 -2.6 -0.4
O 11.575401 21.061358 0.610136 -0.5 1.4 -0.7
C 11.077701 21.908637 -0.453670 -0.3 0.4 -1.4
H 12.454102 20.212965 4.503986 0.1 0.1 -0.1
H 13.503613 21.580463 4.039531 -0.1 0.0 -0.5
H 13.978427 19.879482 3.642572 0.0 0.2 0.0
H 10.505143 22.815043 -0.256951 0.3 -0.2 1.3
H 10.386886 21.338683 -1.074971 0.1 -0.6 0.5
H 11.810918 22.265332 -1.177046 0.8 -0.3 0.5
C 12.132302 28.990252 0.359880 0.6 0.1 -0.5
O 12.443786 30.349284 0.761479 -0.3 -0.3 0.5
C 11.430994 31.175240 1.028549 1.8 0.3 0.4
O 10.301052 31.116042 0.688961 -1.8 -0.6 -0.5
O 11.946449 32.170147 1.759673 0.4 -0.1 0.0
C 11.070959 33.096764 2.367117 0.4 1.1 0.2
H 11.059350 28.809276 0.424135 0.2 0.0 -0.3
H 12.708120 28.267796 0.938302 -0.2 0.2 0.5
H 12.585928 28.874522 -0.624466 -0.7 -0.1 -0.3
H 10.259410 33.468250 1.741437 0.0 -0.5 -0.1
H 11.710911 33.954133 2.575659 0.0 0.0 0.1
H 10.725518 32.735506 3.335756 -0.3 -0.2 -0.2
C 11.922289 29.742311 4.282405 -1.1 0.5 0.4
O 13.333120 29.671526 4.212683 -0.2 -0.2 0.2
C 13.946531 28.589939 3.772461 0.0 -0.9 -0.8
O 13.409409 27.488926 3.506557 2.0 2.7 0.5
O 15.254639 28.994587 3.668358 -1.2 -1.2 -0.8
C 16.193052 27.939745 3.433137 0.2 -1.4 1.3
H 11.599850 30.098448 5.260829 0.6 -0.1 0.3
H 11.363873 28.817273 4.138986 0.5 -0.1 -0.5
H 11.606969 30.551367 3.623537 0.0 -0.4 -0.4
H 17.234613 28.249532 3.518492 -0.4 0.7 -0.3
H 16.079157 27.319650 2.543979 -0.4 0.6 -0.4
H 16.020489 27.260518 4.267975 0.2 -0.4 0.0
C 17.244035 22.928070 4.859059 -1.3 1.9 1.3
O 17.547075 23.339958 3.557824 1.5 -1.3 -0.5
C 16.650556 23.814976 2.727803 -0.7 -0.8 -0.9
O 15.451652 23.923764 2.959181 1.2 0.6 -0.6
O 17.348027 23.978517 1.589281 0.1 -0.3 0.7
C 16.817607 24.623047 0.448998 -1.1 1.0 0.3
H 16.348098 22.325826 5.009713 0.1 -0.3 -0.6
H 17.001125 23.907930 5.270136 -0.1 -0.3 1.2
H 18.091828 22.510821 5.402433 0.1 0.0 -0.7
H 16.079930 24.002225 -0.059445 0.1 0.1 0.0
H 17.626757 24.942233 -0.207882 0.1 -0.4 0.2
H 16.334813 25.527633 0.818747 -0.3 0.1 -0.5
```
Forces are in eV/Å.

Mulliken atomic charge list, values in e, 6 entries: 0.75, -1.01, -0.37, 0.27, -0.09, 0.35


| no. | DFT total energy (a.u.) |
| --- | --- |
| 1 | -2539.4781 |
| 2 | -304.6901 |
| 3 | -7985.6701 |